(1)
ORCA calculation (the ωB97M-V functional and the def2-TZVPD basis) on a cluster of 6 separate species, C43H87ClN2O22P2 in total.

The SMILES is C=CC[C@H](O[C@](CCCCl)(COCCC)[C@H](CC(=O)N(C)C)O[C@@H](CCC(C)C)P(=O)(O)O)[PH2]=N.CCOC(=O)OC.CCOC(=O)OC.CCOC(=O)OC.CCOC(=O)OC.CCOC(=O)OC. For the orbital gap, the calculation gives 8.55 eV. The electronic energy is -125126.262 eV. As for the HOMO energy: -8.6 eV.

Atoms and positions in Å:
C1 -0.897 -4.668 2.242
C2 -0.972 -4.120 1.015
C3 0.224 -3.521 0.299
C4 0.419 -1.994 0.541
O1 0.306 -1.388 -0.716
C5 0.256 0.028 -0.895
C6 1.693 0.548 -1.121
C7 1.887 1.768 -2.028
C8 3.368 1.814 -2.430
Cl1 3.952 3.468 -2.728
C9 -0.407 0.802 0.253
O2 -0.046 2.158 0.179
C10 -0.049 2.823 1.423
C11 0.541 4.211 1.195
C12 2.087 4.050 1.231
C13 -0.639 0.118 -2.149
C14 -0.009 -0.545 -3.391
C15 -0.694 -1.831 -3.836
O3 -1.176 -2.604 -3.053
N1 -0.716 -2.122 -5.252
C16 0.631 -2.337 -5.786
C17 -1.448 -1.115 -6.011
O4 -1.070 1.443 -2.377
C18 -2.254 1.549 -3.146
C19 -3.520 1.722 -2.318
C20 -3.961 0.469 -1.553
C21 -5.470 0.447 -1.258
C22 -5.738 -0.492 -0.056
C23 -6.250 -0.048 -2.496
P1 -2.061 3.042 -4.200
O5 -2.532 4.262 -3.560
O6 -0.515 3.160 -4.618
O7 -2.877 2.691 -5.547
P2 2.054 -1.766 1.373
N2 3.305 -1.851 0.432
H1 -1.283 -5.655 2.475
H2 -0.377 -4.142 3.043
H3 -1.927 -4.038 0.498
H4 1.099 -4.083 0.614
H5 0.031 -3.636 -0.766
H6 -0.359 -1.697 1.258
H7 2.274 -0.291 -1.509
H8 2.120 0.809 -0.148
H9 1.295 1.730 -2.939
H10 1.677 2.682 -1.482
H11 3.993 1.328 -1.681
H12 3.521 1.244 -3.347
H13 -1.499 0.725 0.170
H14 -0.132 0.408 1.238
H15 -1.068 2.877 1.831
H16 0.578 2.287 2.150
H17 0.243 4.546 0.201
H18 0.189 4.906 1.956
H19 2.305 3.007 0.994
H20 2.431 4.213 2.254
H21 2.612 4.691 0.526
H22 -1.511 -0.493 -1.895
H23 -0.036 0.174 -4.213
H24 1.045 -0.776 -3.224
H25 0.617 -2.159 -6.860
H26 0.958 -3.361 -5.608
H27 1.383 -1.661 -5.357
H28 -0.851 -0.200 -6.184
H29 -2.365 -0.841 -5.491
H30 -1.680 -1.513 -6.998
H31 -2.387 0.700 -3.830
H32 -4.324 1.989 -3.015
H33 -3.406 2.572 -1.647
H34 -3.416 0.406 -0.609
H35 -3.704 -0.437 -2.113
H36 -5.796 1.456 -1.002
H37 -6.194 -1.430 -0.371
H38 -6.405 -0.016 0.663
H39 -4.823 -0.749 0.480
H40 -5.604 -0.609 -3.173
H41 -7.073 -0.700 -2.203
H42 -6.710 0.781 -3.036
H43 -0.201 2.442 -5.180
H44 -2.321 2.657 -6.333
H45 2.003 -2.748 2.382
H46 1.944 -0.541 2.070
H47 3.912 -2.618 0.694
C24 2.653 7.663 7.638
C25 3.830 7.297 6.761
O8 3.413 6.743 5.501
C26 2.972 7.625 4.606
O9 2.916 8.820 4.758
O10 2.594 6.958 3.519
C27 2.028 7.764 2.481
H48 1.998 6.801 7.773
H49 3.005 7.994 8.615
H50 2.068 8.465 7.191
H51 4.424 6.512 7.225
H52 4.481 8.153 6.586
H53 2.687 8.587 2.216
H54 1.058 8.149 2.793
H55 1.897 7.112 1.623
C28 -0.316 14.892 1.138
C29 0.393 13.891 0.252
O11 1.679 13.522 0.775
C30 1.655 12.661 1.794
O12 0.670 12.164 2.278
O13 2.909 12.440 2.180
C31 3.035 11.580 3.323
H56 0.317 15.765 1.306
H57 -1.244 15.216 0.667
H58 -0.553 14.455 2.106
H59 0.605 14.326 -0.723
H60 -0.210 12.997 0.098
H61 2.503 10.648 3.175
H62 2.656 12.080 4.212
H63 4.096 11.381 3.439
C32 -11.829 -4.359 1.957
C33 -11.058 -3.490 0.989
O14 -9.658 -3.429 1.313
C34 -8.947 -4.503 0.975
O15 -9.361 -5.484 0.413
O16 -7.687 -4.306 1.366
C35 -6.815 -5.417 1.132
H64 -11.667 -4.022 2.982
H65 -12.895 -4.309 1.735
H66 -11.509 -5.397 1.888
H67 -11.399 -2.458 1.046
H68 -11.180 -3.829 -0.039
H69 -6.857 -5.730 0.091
H70 -7.081 -6.250 1.780
H71 -5.817 -5.066 1.374
C36 0.721 -5.867 -3.012
C37 0.706 -7.249 -3.626
O17 2.032 -7.787 -3.777
C38 2.592 -8.244 -2.658
O18 2.082 -8.269 -1.566
O19 3.818 -8.675 -2.953
C39 4.569 -9.134 -1.825
H72 1.366 -5.201 -3.588
H73 -0.287 -5.451 -2.992
H74 1.103 -5.898 -1.993
H75 0.303 -7.215 -4.636
H76 0.095 -7.938 -3.044
H77 4.016 -9.889 -1.271
H78 4.817 -8.302 -1.169
H79 5.481 -9.567 -2.225
C40 9.746 -9.103 2.488
C41 8.964 -10.263 1.915
O20 7.873 -10.654 2.768
C42 6.803 -9.862 2.726
O21 6.666 -8.886 2.033
O22 5.902 -10.335 3.586
C43 4.716 -9.541 3.696
H80 10.087 -9.337 3.497
H81 10.614 -8.894 1.863
H82 9.132 -8.205 2.538
H83 9.590 -11.150 1.845
H84 8.585 -10.038 0.918
H85 4.268 -9.373 2.719
H86 4.944 -8.585 4.166
H87 4.036 -10.108 4.325

Results of the Mulliken charge analysis, in e, for atoms 1 through 99: C -0.692; C -0.697; C -0.229; C 0.181; O 0.039; C 0.881; C -2.123; C 0.138; C -0.583; Cl -0.216; C -1.326; O 0.457; C -0.908; C -0.484; C -1.143; C -0.054; C -0.873; C -0.006; O -0.490; N 0.102; C -0.815; C -0.864; O -0.478; C 1.275; C -0.957; C -0.157; C 0.844; C -1.452; C -1.591; P 0.744; O -0.777; O -0.523; O -0.551; P 0.109; N -0.684; H 0.279; H 0.242; H 0.459; H 0.771; H -0.351; H 0.472; H 0.693; H 0.657; H 0.061; H -0.051; H 0.367; H 0.374; H -0.431; H 0.864; H 0.245; H 0.418; H 0.212; H 0.603; H 0.267; H 0.335; H 0.335; H 0.506; H 0.017; H 0.690; H 0.407; H 0.215; H 0.292; H 0.317; H 0.214; H 0.417; H -0.122; H 0.557; H 0.187; H -0.516; H 0.239; H 0.540; H 0.325; H 0.300; H 0.319; H 0.291; H 0.541; H 0.291; H 0.324; H 0.344; H 0.157; H 0.010; H 0.224; C -1.100; C -0.162; O -0.379; C 0.714; O -0.557; O -0.209; C -0.696; H 0.299; H 0.360; H 0.301; H 0.302; H 0.303; H 0.340; H 0.349; H 0.136; C -1.083; C -0.186



(2)
ORCA calculation (the ωB97M-V functional and the def2-TZVPD basis) on a cluster of 3 separate species, C43H89BN2O5 in total.

As for the multiplicity: 3. For the orbital gap (alpha / beta), the calculation gives 9.72 / 8.82 eV. The electronic energy is -59912.284 eV. As for the HOMO energy (alpha / beta): -9.2 / -9.2 eV.

Atoms and positions in Å:
C1 -3.324 3.513 -5.704
C2 -2.954 1.896 -5.828
O1 -1.507 1.649 -5.722
C3 -1.076 1.633 -4.296
C4 -0.094 2.928 -4.084
C5 -0.380 3.801 -2.725
C6 -0.777 2.918 -1.402
C7 0.341 1.811 -0.942
B1 1.229 2.404 0.308
C8 2.590 3.282 -0.080
C9 3.770 2.335 -0.711
C10 4.992 3.153 -1.444
C11 4.590 3.846 -2.874
C12 3.948 2.825 -3.986
C13 5.005 1.639 -4.491
C14 4.037 0.303 -4.762
C15 4.836 -0.925 -5.500
C16 3.717 -1.890 -6.213
C17 3.347 -3.231 -5.286
O2 3.182 -2.903 -3.852
C18 1.861 -2.258 -3.623
C19 0.856 2.234 1.923
C20 0.094 0.834 2.289
C21 0.996 -0.294 3.052
C22 2.604 -0.248 2.749
C23 3.011 -0.899 1.263
C24 4.657 -1.180 1.342
O3 5.062 -1.518 -0.046
C25 4.525 -2.827 -0.462
H1 -2.625 4.181 -6.376
H2 -3.223 3.905 -4.605
H3 -4.429 3.646 -6.086
H4 -3.332 1.565 -6.888
H5 -3.594 1.366 -4.978
H6 -0.389 0.663 -4.193
H7 -1.968 1.560 -3.540
H8 -0.271 3.635 -5.027
H9 1.015 2.555 -4.169
H10 -1.195 4.633 -2.938
H11 0.629 4.373 -2.458
H12 -0.874 3.695 -0.502
H13 -1.860 2.462 -1.556
H14 1.066 1.664 -1.878
H15 -0.138 0.755 -0.747
H16 2.939 3.827 0.911
H17 2.218 4.078 -0.885
H18 3.302 1.503 -1.425
H19 4.259 1.740 0.188
H20 5.412 3.999 -0.717
H21 5.861 2.361 -1.618
H22 5.480 4.476 -3.358
H23 3.741 4.647 -2.630
H24 3.525 3.410 -4.913
H25 3.055 2.250 -3.462
H26 5.713 1.358 -3.598
H27 5.579 1.938 -5.481
H28 3.128 0.657 -5.432
H29 3.682 -0.076 -3.705
H30 5.584 -1.487 -4.784
H31 5.495 -0.454 -6.363
H32 4.021 -2.290 -7.276
H33 2.709 -1.293 -6.339
H34 2.427 -3.783 -5.763
H35 4.292 -3.954 -5.370
H36 1.015 -3.008 -3.309
H37 1.485 -1.625 -4.544
H38 2.001 -1.472 -2.737
H39 1.797 2.483 2.571
H40 0.072 3.107 2.144
H41 -0.788 1.122 3.041
H42 -0.460 0.322 1.365
H43 0.778 -0.332 4.224
H44 0.614 -1.353 2.652
H45 3.107 -0.994 3.535
H46 3.119 0.792 2.939
H47 2.458 -1.936 1.208
H48 2.776 -0.178 0.372
H49 4.841 -2.111 2.051
H50 5.167 -0.214 1.763
H51 5.110 -3.121 -1.459
H52 3.388 -2.817 -0.748
H53 4.758 -3.618 0.370
C26 -6.606 -1.087 -0.951
C27 -5.944 0.089 -1.730
C28 -5.393 1.172 -0.756
C29 -6.441 2.120 -0.194
C30 -7.274 2.724 -1.320
C31 -7.925 1.636 -2.214
N1 -6.926 0.632 -2.729
O4 -6.188 1.260 -3.749
C32 -9.046 0.938 -1.396
C33 -8.709 2.343 -3.367
C34 -4.683 -0.583 -2.380
H54 -7.693 -1.110 -1.014
H55 -6.302 -2.062 -1.355
H56 -6.339 -1.075 0.110
H57 -4.643 1.783 -1.276
H58 -4.862 0.697 0.079
H59 -7.075 1.600 0.531
H60 -5.944 2.926 0.358
H61 -8.045 3.371 -0.885
H62 -6.634 3.379 -1.924
H63 -9.494 0.113 -1.962
H64 -9.854 1.640 -1.157
H65 -8.709 0.552 -0.432
H66 -8.075 3.002 -3.969
H67 -9.513 2.974 -2.968
H68 -9.174 1.606 -4.034
H69 -4.968 -1.322 -3.138
H70 -4.088 -1.104 -1.619
H71 -4.012 0.146 -2.850
C35 3.312 -4.046 6.810
C36 2.505 -2.906 7.500
C37 2.403 -3.136 9.038
C38 1.354 -4.150 9.465
C39 0.004 -3.819 8.839
C40 0.086 -3.715 7.293
N2 1.167 -2.773 6.830
O5 0.708 -1.463 7.056
C41 0.304 -5.142 6.719
C42 -1.324 -3.319 6.746
C43 3.434 -1.654 7.316
H72 2.703 -4.732 6.222
H73 4.033 -3.650 6.084
H74 3.872 -4.645 7.535
H75 2.163 -2.186 9.534
H76 3.377 -3.443 9.441
H77 1.674 -5.163 9.200
H78 1.258 -4.136 10.557
H79 -0.723 -4.586 9.131
H80 -0.363 -2.876 9.264
H81 0.436 -5.114 5.630
H82 -0.562 -5.784 6.922
H83 1.156 -5.664 7.156
H84 -1.697 -2.382 7.171
H85 -2.071 -4.084 6.991
H86 -1.307 -3.220 5.653
H87 3.516 -1.367 6.261
H88 4.448 -1.869 7.679
H89 3.083 -0.781 7.880

Results of the Mulliken charge analysis, in e, for atoms 1 through 99: C -0.831; C 0.045; O -0.410; C 1.022; C 0.137; C -0.313; C -0.218; C 0.528; B -0.002; C -0.400; C 0.861; C -0.683; C -0.859; C 0.711; C -0.506; C 0.033; C -0.461; C -0.587; C -0.517; O -0.224; C -0.308; C -0.612; C -0.186; C -0.541; C -0.043; C -0.148; C -0.577; O -0.373; C -0.377; H 0.274; H 0.098; H 0.359; H 0.307; H -0.021; H -0.248; H -0.551; H 0.458; H -0.680; H 0.329; H 0.118; H 0.409; H -0.465; H -0.507; H 0.171; H 0.239; H 0.076; H -0.475; H -0.143; H 0.314; H 0.289; H 0.314; H 0.272; H 0.431; H -0.804; H 0.075; H 0.367; H 0.165; H -0.207; H 0.254; H 0.325; H 0.335; H 0.226; H 0.294; H 0.284; H 0.336; H 0.194; H -0.131; H 0.176; H 0.293; H 0.375; H 0.057; H 0.089; H 0.201; H 0.009; H 0.171; H 0.459; H -0.184; H 0.289; H 0.307; H 0.127; H 0.098; H 0.303; C -1.734; C 1.808; C -1.079; C -0.614; C -1.199; C 1.692; N 0.187; O -0.430; C -1.866; C -1.768; C -1.348; H 0.369; H 0.458; H 0.308; H 0.087; H 0.505; H 0.276



(3)
ORCA calculation (the ωB97M-V functional and the def2-TZVPD basis) on a cluster of 7 separate species, C43H89F8N2O17PS in total.

The SMILES is CC[C@@H](C)[N@+]1([PH2]=S)C[C@H](N(C)C(C)=O)OC[C@@]1(CCOCC(F)(F)C(F)(F)C(F)(F)C(F)F)C(=O)[O-].COCCOC.COCCOC.COCCOC.COCCOC.COCCOC.COCCOC. For the orbital gap, the calculation gives 7.79 eV. The electronic energy is -125669.672 eV. As for the HOMO energy: -8.0 eV.

Atoms and positions in Å:
C1 1.117 -0.167 1.278
C2 -0.178 0.594 1.915
C3 -1.544 0.230 1.132
C4 -1.931 -1.160 1.902
N1 -2.623 1.262 1.099
P1 -3.141 1.742 2.784
S1 -1.947 2.903 3.739
C5 -3.924 0.604 0.608
C6 -3.818 0.012 -0.873
N2 -3.649 -1.470 -0.967
C7 -2.521 -1.881 -1.854
C8 -4.905 -2.006 -1.584
C9 -6.023 -2.795 -0.742
O1 -5.169 -1.847 -2.809
O2 -2.820 0.685 -1.716
C10 -3.014 2.098 -1.356
C11 -2.493 2.419 0.158
C12 -1.052 3.069 -0.080
C13 -0.055 2.279 -1.051
O3 1.325 2.400 -0.546
C14 2.141 1.533 -1.387
C15 2.611 2.226 -2.753
F1 2.315 3.614 -2.658
F2 4.046 2.146 -2.772
C16 1.956 1.637 -4.084
F3 2.041 2.681 -5.068
F4 0.589 1.313 -3.985
C17 2.704 0.375 -4.719
F5 4.006 0.681 -5.214
F6 1.952 0.022 -5.889
C18 2.718 -0.941 -3.809
F7 1.426 -1.350 -3.373
F8 3.652 -0.846 -2.746
C19 -3.374 3.723 0.603
O4 -2.836 4.726 1.193
O5 -4.710 3.866 0.320
H1 0.868 -0.728 0.318
H2 1.989 0.575 1.155
H3 1.510 -0.950 2.027
H4 -0.214 0.196 2.999
H5 0.046 1.697 2.022
H6 -1.207 -0.154 0.100
H7 -2.796 -1.722 1.437
H8 -1.002 -1.828 1.737
H9 -1.994 -1.026 3.035
H10 -3.351 0.573 3.616
H11 -4.443 2.382 2.761
H12 -4.345 -0.137 1.386
H13 -4.782 1.382 0.570
H14 -4.823 0.247 -1.398
H15 -1.494 -1.532 -1.515
H16 -2.641 -1.586 -2.948
H17 -2.482 -3.035 -1.842
H18 -7.013 -2.211 -0.781
H19 -5.744 -2.952 0.349
H20 -6.238 -3.781 -1.298
H21 -4.127 2.300 -1.498
H22 -2.492 2.776 -2.128
H23 -1.269 4.054 -0.644
H24 -0.558 3.444 0.892
H25 -0.014 2.825 -2.070
H26 -0.349 1.211 -1.305
H27 1.666 0.515 -1.573
H28 3.084 1.331 -0.757
H29 3.097 -1.793 -4.485
C20 3.015 -2.970 -0.195
O6 2.945 -3.096 1.217
C21 3.013 -4.459 1.639
C22 4.399 -4.814 2.165
O7 5.369 -4.792 1.120
C23 6.159 -3.612 1.142
H30 3.162 -1.915 -0.435
H31 3.847 -3.540 -0.615
H32 2.071 -3.298 -0.642
H33 2.718 -5.133 0.827
H34 2.288 -4.577 2.452
H35 4.375 -5.836 2.554
H36 4.691 -4.148 2.984
H37 6.868 -3.651 1.975
H38 5.545 -2.711 1.226
H39 6.724 -3.561 0.208
C24 0.648 7.106 -7.623
O8 1.517 5.996 -7.790
C25 0.979 4.800 -7.229
C26 0.404 3.890 -8.308
O9 -0.753 4.466 -8.910
C27 -0.472 5.039 -10.178
H40 1.021 7.924 -8.243
H41 -0.374 6.875 -7.933
H42 0.658 7.431 -6.579
H43 0.225 5.029 -6.467
H44 1.805 4.280 -6.735
H45 0.085 2.952 -7.843
H46 1.161 3.652 -9.063
H47 -0.320 4.249 -10.921
H48 0.408 5.687 -10.148
H49 -1.334 5.640 -10.482
C28 -10.022 0.746 3.887
O10 -9.501 2.060 4.021
C29 -8.171 2.064 4.534
C30 -7.150 2.297 3.428
O11 -7.100 1.193 2.524
C31 -7.798 1.457 1.313
H50 -10.946 0.806 3.309
H51 -9.328 0.083 3.365
H52 -10.258 0.339 4.875
H53 -7.958 1.135 5.076
H54 -8.108 2.890 5.250
H55 -6.157 2.381 3.879
H56 -7.357 3.230 2.894
H57 -7.225 2.157 0.695
H58 -8.795 1.864 1.497
H59 -7.903 0.516 0.765
C32 3.050 -4.135 6.302
O12 4.088 -3.421 5.649
C33 4.238 -2.098 6.163
C34 5.432 -2.003 7.108
O13 5.207 -2.748 8.302
C35 5.887 -3.995 8.297
H60 3.124 -5.184 6.009
H61 3.133 -4.073 7.389
H62 2.077 -3.754 5.978
H63 3.319 -1.764 6.656
H64 4.415 -1.441 5.305
H65 5.561 -0.958 7.406
H66 6.352 -2.327 6.611
H67 6.961 -3.837 8.443
H68 5.723 -4.545 7.366
H69 5.509 -4.596 9.127
C36 3.229 -4.441 -10.592
O14 2.863 -3.092 -10.339
C37 1.670 -2.992 -9.563
C38 1.981 -2.669 -8.106
O15 2.647 -3.755 -7.464
C39 4.044 -3.533 -7.341
H70 4.239 -4.445 -11.005
H71 3.225 -5.043 -9.680
H72 2.551 -4.876 -11.331
H73 1.074 -3.908 -9.642
H74 1.082 -2.172 -9.987
H75 1.038 -2.515 -7.572
H76 2.568 -1.748 -8.026
H77 4.238 -2.785 -6.564
H78 4.490 -3.204 -8.283
H79 4.515 -4.472 -7.043
C40 3.008 0.638 9.271
O16 2.344 0.806 8.026
C41 1.049 0.204 8.021
C42 -0.046 1.248 8.190
O17 -0.013 1.833 9.488
C43 0.586 3.120 9.485
H80 3.887 1.284 9.277
H81 2.370 0.915 10.114
H82 3.339 -0.399 9.375
H83 0.975 -0.573 8.790
H84 0.927 -0.280 7.045
H85 -1.018 0.755 8.090
H86 0.024 2.016 7.412
H87 -0.094 3.849 9.033
H88 1.538 3.126 8.948
H89 0.771 3.415 10.521

Results of the Mulliken charge analysis, in e, for atoms 1 through 99: C -0.596; C -0.194; C 0.851; C -1.172; N 1.078; P 0.464; S -0.305; C -0.460; C -0.493; N 0.119; C -0.759; C 0.723; C -1.115; O -0.515; O -0.494; C -1.191; C 1.222; C -1.975; C 0.302; O -0.523; C -0.356; C 0.756; F -0.308; F -0.318; C 0.441; F -0.247; F -0.189; C 0.673; F -0.269; F -0.255; C 0.144; F -0.188; F -0.246; C -0.040; O -0.625; O -0.713; H -0.158; H 0.163; H 0.353; H 0.589; H 0.225; H -1.147; H 0.230; H 0.241; H 0.419; H 0.159; H -0.124; H 0.575; H 0.150; H 0.579; H 0.035; H 0.365; H 0.340; H 0.278; H 0.255; H 0.363; H 0.365; H 0.344; H 0.594; H 0.323; H 0.352; H 0.279; H 0.007; H 0.385; H 0.108; C -1.003; O -0.103; C -0.704; C -0.300; O -0.425; C -0.628; H 0.128; H 0.496; H 0.390; H 0.377; H 0.402; H 0.365; H 0.224; H 0.312; H 0.210; H 0.259; C -0.734; O -0.427; C -0.066; C -0.465; O -0.392; C -0.740; H 0.250; H 0.320; H 0.326; H 0.312; H 0.074; H 0.319; H 0.348; H 0.322; H 0.331; H 0.243; C -0.655; O -0.366